Record 1
C21H27BFeNO3 | the ωB97M-V functional and the def2-TZVPD basis

```
54
C21H27BFeNO3, DFT the ωB97M-V functional and the def2-TZVPD basis
C -1.845 -3.550 -0.074
C -0.665 -2.612 0.099
N -0.788 -1.628 1.245
C -1.146 -2.266 2.524
C -0.309 -3.125 3.255
C -0.774 -3.532 4.527
C -2.006 -3.112 5.018
C -2.825 -2.285 4.238
C -2.380 -1.895 2.983
C 0.529 -0.868 1.385
C 0.500 0.186 2.479
C 1.067 -0.241 0.094
B -2.308 -0.818 1.404
H -0.470 0.855 -1.843
H -1.565 -4.278 -0.845
H -2.090 -4.086 0.848
H -2.721 -3.006 -0.428
H 0.255 -3.184 0.284
H -0.492 -2.076 -0.845
H 0.656 -3.450 2.876
H -0.137 -4.190 5.126
H -2.349 -3.427 6.005
H -3.800 -1.930 4.544
H -3.140 -1.246 2.425
H 1.249 -1.648 1.664
H 1.464 0.718 2.471
H -0.288 0.920 2.284
H 0.358 -0.257 3.468
H 2.156 -0.059 0.201
H 0.942 -0.864 -0.804
H 0.586 0.731 -0.075
H -2.980 -1.172 0.508
H -2.090 0.330 1.584
O 4.509 4.397 -2.624
C 3.594 3.693 -2.674
Fe 2.261 2.614 -2.561
C 3.344 1.191 -2.383
O 4.084 0.377 -2.013
C 2.291 2.940 -0.785
O 2.653 3.151 0.301
C -0.606 1.421 -2.723
C -1.018 2.806 -2.365
C -0.269 3.922 -2.381
C 1.014 4.108 -3.031
C 1.340 3.489 -4.287
C 1.280 2.112 -4.383
C 0.851 1.348 -3.241
H -1.323 0.839 -3.346
H -2.016 2.853 -1.929
H -0.658 4.796 -1.851
H 1.458 5.084 -2.798
H 1.744 4.088 -5.107
H 1.697 1.544 -5.225
H 1.173 0.291 -3.221
```

Results
- ⟨S²⟩ = 6.11
- spin multiplicity = 5
- relative energy (zero: lowest compared OMol25 entry of this formula, charge and spin) (eV) = 2.441
- net charge = +1
- HOMO-LUMO gap (alpha / beta) (eV) = 4.737 / 6.492

---

Record 2
C21H27BHgN8O2 | the ωB97M-V functional and the def2-TZVPD basis

```
60
C21H27BHgN8O2, DFT the ωB97M-V functional and the def2-TZVPD basis
Hg 0.045 -0.119 -0.338
C -0.777 3.398 -1.182
C -0.541 3.150 0.271
C -0.543 4.051 1.346
C -0.267 3.287 2.468
C -0.150 3.730 3.889
N -0.114 2.011 2.063
N -0.285 1.932 0.724
B 0.205 0.758 2.921
N 1.569 0.153 2.494
N 1.783 -0.303 1.239
C 3.027 -0.747 1.172
C 3.588 -1.320 -0.088
C 3.647 -0.577 2.422
C 2.687 -0.002 3.233
C 2.791 0.395 4.670
N -0.922 -0.294 2.749
N -1.248 -0.794 1.535
C -2.234 -1.662 1.704
C -2.830 -2.406 0.555
C -2.569 -1.723 3.067
C -1.711 -0.840 3.697
C -1.618 -0.507 5.150
H -0.872 4.465 -1.378
H 0.045 2.985 -1.770
H -1.689 2.896 -1.511
H -0.718 5.114 1.310
H -0.318 4.803 3.947
H -0.882 3.225 4.521
H 0.841 3.508 4.289
H 0.261 1.079 4.069
H 2.799 -1.483 -0.823
H 4.325 -0.645 -0.525
H 4.079 -2.272 0.117
H 4.658 -0.841 2.689
H 3.787 0.165 5.043
H 2.609 1.464 4.795
H 2.057 -0.136 5.278
H -2.255 -2.219 -0.353
H -2.820 -3.478 0.757
H -3.866 -2.099 0.394
H -3.329 -2.335 3.526
H -2.358 -1.084 5.701
H -0.628 -0.740 5.544
H -1.802 0.555 5.323
O -0.247 -1.773 -1.613
N 0.578 -1.753 -2.686
N 1.182 -0.565 -2.912
O 0.935 0.563 -2.182
C 2.127 -0.482 -3.889
C 2.543 -1.631 -4.606
C 3.501 -1.511 -5.591
C 4.076 -0.280 -5.908
C 3.667 0.851 -5.199
C 2.715 0.764 -4.205
H 2.107 -2.587 -4.357
H 3.822 -2.393 -6.136
H 4.823 -0.203 -6.688
H 4.105 1.813 -5.439
H 2.402 1.631 -3.644
```

Results
- ⟨S²⟩ = 0.77
- spin multiplicity = 2
- relative energy (zero: lowest compared OMol25 entry of this formula, charge and spin) (eV) = 0.678
- net charge = -1
- HOMO-LUMO gap (alpha / beta) (eV) = 4.020 / 6.094

---

Record 3
C21H27BeBrClIN3O4Si2 | the ωB97M-V functional and the def2-TZVPD basis

```
61
C21H27BeBrClIN3O4Si2, DFT the ωB97M-V functional and the def2-TZVPD basis
Be 0.197 -0.408 -0.227
Cl -2.199 -5.913 2.439
C -1.321 -4.443 2.095
C -0.372 -3.995 2.968
C 0.360 -2.814 2.733
I 1.705 -2.141 4.159
C 0.166 -2.071 1.579
O 0.745 -0.974 1.238
C -0.857 -2.557 0.689
N -1.054 -1.741 -0.374
C -2.003 -2.022 -1.234
C -2.815 -3.161 -1.089
C -2.620 -4.005 -0.029
C -1.616 -3.713 0.918
H -0.180 -4.558 3.871
H -2.116 -1.342 -2.067
H -3.584 -3.356 -1.823
H -3.232 -4.888 0.101
Br 3.946 -3.461 0.929
C 4.278 -1.583 0.796
C 4.219 -0.997 -0.459
C 4.424 0.367 -0.517
C 4.672 1.066 0.658
C 4.720 0.360 1.846
N 4.535 -0.960 1.920
H 3.964 -1.570 -1.336
H 4.354 0.878 -1.468
H 4.816 2.138 0.654
H 4.911 0.864 2.787
C -1.408 1.902 -3.041
Si -0.189 2.335 -1.668
C 1.558 2.265 -2.386
C -0.497 4.179 -1.337
C -0.319 1.296 -0.148
Si -1.820 1.556 0.894
C -1.726 3.163 1.890
C -2.129 0.228 2.202
C -3.409 1.625 -0.128
H -1.130 2.440 -3.953
H -2.426 2.198 -2.780
H -1.403 0.838 -3.271
H 1.720 3.094 -3.081
H 1.749 1.337 -2.927
H 2.297 2.341 -1.585
H -0.311 4.767 -2.241
H 0.159 4.558 -0.549
H -1.528 4.366 -1.029
H 0.515 1.660 0.484
H -0.877 3.117 2.578
H -2.629 3.317 2.488
H -1.587 4.037 1.252
H -1.233 0.033 2.794
H -2.459 -0.719 1.768
H -2.916 0.568 2.882
H -3.450 2.511 -0.765
H -4.278 1.649 0.536
H -3.507 0.751 -0.777
O 0.170 -0.996 -2.985
N 1.290 -1.105 -2.495
O 2.276 -1.432 -3.142
O 1.452 -0.883 -1.237
```

Results
- spin multiplicity = 1
- relative energy (zero: lowest compared OMol25 entry of this formula, charge and spin) (eV) = 0.000
- net charge = -1
- HOMO-LUMO gap (eV) = 7.381

---

Record 4
C21H27BrFI2NO6 | the ωB97M-V functional and the def2-TZVPD basis

```
59
C21H27BrFI2NO6, DFT the ωB97M-V functional and the def2-TZVPD basis
C 0.662 -4.760 -1.727
C 1.592 -3.686 -1.138
C 0.898 -2.821 -0.041
C 1.115 -1.344 -0.194
C 0.059 -0.573 -0.648
C 0.170 0.791 -0.804
C -0.979 1.605 -1.299
O -0.863 2.703 -1.775
O -2.168 1.009 -1.141
C -3.217 1.609 -1.890
C -4.438 0.644 -1.934
O -4.316 -0.345 -0.909
C -5.008 0.090 0.216
O -4.459 0.699 1.080
C -6.465 -0.316 0.255
C -6.559 -1.651 1.043
C 1.399 1.378 -0.464
O 1.620 2.707 -0.549
C 1.015 3.382 0.585
C 1.685 4.710 0.835
C 2.444 0.580 -0.020
C 3.730 1.248 0.268
I 4.926 1.369 -1.484
C 4.180 1.724 1.428
C 5.554 2.357 1.500
I 3.083 1.695 3.220
N 2.295 -0.768 0.089
C 3.387 -1.637 0.497
C 3.256 -2.299 1.876
O 2.802 -1.861 2.862
F 3.735 -3.579 1.821
H 0.242 -4.460 -2.685
H 1.251 -5.664 -1.895
H -0.107 -5.047 -1.011
H 2.382 -4.239 -0.621
H 2.093 -3.088 -1.900
H -0.171 -2.998 -0.154
H 1.135 -3.169 0.964
H -0.883 -1.042 -0.890
H -2.927 1.813 -2.920
H -3.520 2.526 -1.385
H -5.361 1.215 -1.814
H -4.446 0.153 -2.906
H -7.075 0.462 0.704
H -6.772 -0.461 -0.782
H -7.529 -1.708 1.529
H -5.760 -1.674 1.783
H -6.409 -2.477 0.351
H -0.043 3.564 0.385
H 1.059 2.752 1.475
H 2.742 4.623 1.085
H 1.185 5.158 1.698
H 1.521 5.393 0.001
H 6.331 1.647 1.221
H 5.561 3.154 0.750
H 5.719 2.831 2.462
H 4.338 -1.108 0.509
H 3.498 -2.458 -0.207
Br 0.807 -0.356 2.694
```

Results
- spin multiplicity = 1
- HOMO-LUMO gap (eV) = 5.196

---

Question: Which value of spin multiplicity does entry 4 give?
Answer: 1

---

Question: What is the spin multiplicity in the fourth record?
Answer: 1

---

Question: What is the spin multiplicity in the third record?
Answer: 1